This record from OMol25 describes one molecule with the formula C24H29N3O3. The level of theory is wB97M-V/def2-TZVPD.

Structure (XYZ):
```
59
Properties=species:S:1:pos:R:3:nbo_charge:R:1
C -1.121 -6.832 -4.611 -0.252
H -0.256 -6.474 -4.042 0.175
O -2.297 -6.800 -3.839 -0.492
C -2.741 -5.599 -3.377 0.303
C -2.110 -4.378 -3.590 -0.322
C -2.660 -3.219 -3.071 -0.125
C -3.836 -3.247 -2.335 -0.088
C -4.458 -4.471 -2.120 -0.186
C -3.923 -5.633 -2.636 -0.255
H -4.402 -6.586 -2.480 0.224
H -5.375 -4.515 -1.550 0.209
C -4.381 -1.971 -1.751 -0.249
N -3.516 -1.474 -0.695 -0.605
C -2.679 -0.430 -0.879 0.688
O -2.667 0.236 -1.892 -0.639
C -1.750 -0.141 0.297 -0.292
C -0.303 -0.330 -0.167 -0.407
H -0.138 0.292 -1.048 0.227
C 0.674 0.078 0.939 -0.209
N 0.439 1.445 1.338 -0.445
C 1.239 2.516 1.142 0.692
O 0.874 3.646 1.415 -0.639
C 2.661 2.275 0.619 -0.132
N 3.185 3.533 0.106 -0.617
H 2.492 4.251 0.324 0.390
C 4.460 3.948 0.680 -0.244
C 4.397 3.934 2.180 -0.027
C 4.740 5.001 2.994 -0.195
C 4.567 4.905 4.364 -0.211
C 4.031 3.756 4.920 -0.214
C 3.671 2.693 4.109 -0.193
C 3.862 2.776 2.740 -0.027
C 3.503 1.685 1.780 -0.436
H 4.419 1.260 1.357 0.221
H 2.957 0.888 2.285 0.220
H 3.243 1.799 4.540 0.205
H 3.887 3.689 5.988 0.211
H 4.842 5.734 5.000 0.211
H 5.142 5.903 2.555 0.208
H 4.693 4.944 0.298 0.212
H 5.233 3.256 0.323 0.190
H 2.639 1.563 -0.218 0.198
C -0.909 1.659 1.829 -0.224
C -1.938 1.307 0.758 -0.405
H -1.813 1.966 -0.103 0.231
H -2.944 1.450 1.155 0.215
H -1.062 1.034 2.717 0.182
H -0.993 2.709 2.112 0.255
H 0.518 -0.566 1.816 0.188
H 1.696 -0.060 0.594 0.218
H -0.126 -1.372 -0.443 0.213
H -1.962 -0.822 1.128 0.192
H -3.424 -2.054 0.124 0.394
H -4.412 -1.184 -2.509 0.246
H -5.385 -2.128 -1.348 0.200
H -2.168 -2.272 -3.242 0.215
H -1.197 -4.315 -4.160 0.219
H -1.224 -6.241 -5.526 0.177
H -0.969 -7.878 -4.873 0.201
```

Structure (SMILES): COc1ccc(CNC(=O)C2CCN(C(=O)[C@@H]3Cc4ccccc4CN3)CC2)cc1
Charge: 0
HOMO-LUMO gap, eV: 9.07
E_HOMO, eV: -8.54

***

This record from OMol25 describes a 2-piece molecular cluster, CH5N2O overall. The level of theory is wB97M-V/def2-TZVPD.

Structure (XYZ):
```
9
Properties=species:S:1:pos:R:3:nbo_charge:R:1
O -2.393 0.210 -1.250 -0.976
H -2.251 0.768 -2.023 0.445
N 0.305 -0.829 -0.270 -0.937
C 0.862 -0.364 0.813 0.263
N 2.036 0.223 1.030 -0.968
H 0.950 -0.699 -1.057 0.301
H -1.545 0.271 -0.763 0.511
H 0.195 -0.421 1.706 0.065
H 1.841 0.841 1.813 0.295
```

Charge: -1
HOMO-LUMO gap, eV: 6.98
E_HOMO, eV: -2.57

***

This record from OMol25 describes C41H33KN3O4PS as an isolated structure. The level of theory is wB97M-V/def2-TZVPD.

Structure (XYZ):
```
84
Properties=species:S:1:pos:R:3:lowdin_charge:R:1
K 0.129 0.607 -0.864 0.767
C 2.870 4.459 0.059 -0.048
C 2.299 3.614 1.156 -0.281
C 0.925 3.559 1.350 -0.046
C 0.383 2.752 2.332 -0.092
C 1.208 1.965 3.118 -0.114
C 2.577 2.006 2.926 -0.098
C 3.120 2.839 1.964 -0.077
H 3.942 4.608 0.189 0.069
H 2.379 5.431 0.007 0.073
H 2.698 3.941 -0.883 0.070
H 0.276 4.142 0.714 0.118
H -0.687 2.724 2.468 0.093
H 0.784 1.316 3.872 0.085
H 3.228 1.378 3.521 0.095
H 4.194 2.877 1.823 0.100
C -3.737 -1.765 0.553 -0.106
C -3.389 -1.063 1.695 -0.100
C -2.071 -1.043 2.110 -0.118
C -1.091 -1.701 1.378 -0.405
C -1.446 -2.384 0.225 -0.093
C -2.766 -2.431 -0.175 -0.096
P 0.586 -1.736 2.109 1.080
C 0.121 -3.046 3.341 -0.361
C -0.742 -4.109 3.060 -0.086
C -0.969 -5.103 3.993 -0.103
C -0.349 -5.060 5.234 -0.124
C 0.505 -4.009 5.527 -0.122
C 0.742 -3.023 4.589 -0.121
C 1.517 -2.669 0.858 -0.494
C 1.974 -3.976 0.926 -0.129
C 2.759 -4.436 -0.118 -0.153
C 3.062 -3.585 -1.173 -0.146
C 2.576 -2.284 -1.198 -0.171
C 1.791 -1.757 -0.163 -0.207
H -4.761 -1.764 0.205 0.103
H -4.152 -0.534 2.250 0.100
H -1.781 -0.500 3.000 0.102
H -0.685 -2.890 -0.354 0.110
H -3.049 -2.962 -1.070 0.095
H -1.245 -4.150 2.104 0.103
H -1.639 -5.923 3.763 0.093
H -0.524 -5.841 5.965 0.085
H 0.984 -3.960 6.497 0.087
H 1.409 -2.202 4.817 0.085
H 1.734 -4.627 1.763 0.084
H 3.139 -5.455 -0.112 0.076
H 3.696 -3.952 -1.980 0.077
H 2.845 -1.653 -2.040 0.067
O 0.497 2.372 -2.307 -0.212
C 0.912 2.079 -3.452 -0.435
C 0.027 1.855 -4.559 -0.020
C 0.479 1.723 -5.843 -0.134
C 1.843 1.818 -6.141 -0.166
C 2.741 1.929 -5.102 -0.094
C 2.323 1.979 -3.772 -0.105
C 3.274 1.809 -2.705 -0.300
N 2.999 1.344 -1.505 0.111
C 4.175 1.182 -0.857 -0.170
C 5.211 1.568 -1.653 -0.127
N 4.633 1.977 -2.834 0.085
H -1.029 1.787 -4.334 0.091
H -0.226 1.541 -6.648 0.088
H 2.193 1.750 -7.165 0.069
H 3.804 1.942 -5.337 0.086
H 4.194 0.769 0.133 0.094
H 6.276 1.572 -1.511 0.081
H 5.129 2.314 -3.640 0.127
O -3.518 0.924 -3.653 -0.322
S -3.568 0.106 -2.462 0.633
O -3.900 -1.278 -2.726 -0.330
N -2.294 0.279 -1.499 -0.110
C -2.572 0.996 -0.426 -0.597
O -1.773 1.334 0.446 -0.087
C -4.023 1.370 -0.317 -0.145
C -4.596 2.137 0.682 -0.013
C -5.961 2.364 0.642 -0.092
C -6.737 1.802 -0.366 -0.098
C -6.149 1.048 -1.377 -0.053
C -4.787 0.859 -1.349 -0.191
H -3.954 2.549 1.447 0.117
H -6.433 2.988 1.389 0.092
H -7.807 1.965 -0.369 0.091
H -6.751 0.621 -2.165 0.110
```

Charge: -2
HOMO-LUMO gap, eV: 5.40
E_HOMO, eV: -1.29

***

This record from OMol25 describes C55H54FN2P3PtS2 as an isolated structure. The level of theory is wB97M-V/def2-TZVPD.

Structure (XYZ):
```
118
Properties=species:S:1:pos:R:3:lowdin_charge:R:1
Pt -0.224 -0.966 -0.305 0.767
C 3.046 -3.308 1.055 -0.125
N 1.885 -2.423 1.147 -0.427
P 1.813 -0.728 0.627 0.709
C 3.272 -0.517 -0.394 -0.388
C 4.551 -0.564 0.152 -0.118
C 5.659 -0.449 -0.673 -0.079
C 5.493 -0.303 -2.042 -0.081
C 4.218 -0.270 -2.590 -0.079
C 3.109 -0.369 -1.768 -0.127
C 2.004 0.097 2.222 -0.364
C 1.119 -0.267 3.233 -0.111
C 1.179 0.360 4.467 -0.075
C 2.124 1.349 4.697 -0.070
C 3.001 1.717 3.687 -0.069
C 2.939 1.102 2.445 -0.102
P 0.372 -2.875 0.549 0.784
C 0.618 -4.275 -0.552 -0.349
C 0.529 -5.581 -0.082 -0.074
C 0.800 -6.641 -0.936 -0.069
C 1.160 -6.395 -2.253 -0.071
C 1.247 -5.091 -2.723 -0.062
C 0.974 -4.030 -1.876 -0.089
C -0.607 -3.432 1.956 -0.338
C 0.033 -3.747 3.153 -0.095
C -0.711 -4.166 4.246 -0.071
C -2.092 -4.258 4.151 -0.072
C -2.733 -3.928 2.963 -0.059
C -1.996 -3.516 1.865 -0.066
H 3.841 -2.935 1.700 0.081
H 3.431 -3.389 0.036 0.084
H 2.772 -4.304 1.405 0.077
H 4.689 -0.671 1.221 0.106
H 6.652 -0.462 -0.244 0.107
H 6.359 -0.201 -2.682 0.106
H 4.087 -0.139 -3.656 0.109
H 2.111 -0.300 -2.180 0.059
H 0.364 -1.024 3.054 0.082
H 0.476 0.082 5.243 0.105
H 2.166 1.847 5.658 0.104
H 3.721 2.507 3.853 0.103
H 3.578 1.449 1.640 0.063
H 0.234 -5.773 0.943 0.108
H 0.724 -7.658 -0.574 0.106
H 1.367 -7.223 -2.918 0.106
H 1.517 -4.900 -3.753 0.109
H 1.016 -3.010 -2.240 0.090
H 1.107 -3.635 3.232 0.103
H -0.210 -4.409 5.175 0.107
H -2.673 -4.576 5.007 0.106
H -3.812 -3.982 2.892 0.111
H -2.502 -3.242 0.949 0.086
C -4.304 0.611 1.720 -0.048
C -2.828 0.540 1.316 -0.375
C -1.944 1.130 2.417 -0.069
C -2.584 1.234 -0.014 -0.181
C -2.661 2.623 -0.067 -0.056
C -2.431 3.305 -1.245 -0.062
C -2.130 2.598 -2.400 -0.043
C -2.044 1.213 -2.403 -0.147
C -1.676 0.544 -3.721 -0.351
C -2.631 -0.535 -4.231 -0.051
C -0.240 0.017 -3.713 -0.072
C -2.265 0.527 -1.191 -0.281
N -2.094 -0.893 -1.148 -0.136
C -3.215 -1.663 -1.311 -0.271
C -4.508 -1.130 -1.470 -0.036
C -5.620 -1.938 -1.649 -0.093
C -5.509 -3.320 -1.685 -0.105
C -4.244 -3.880 -1.562 -0.026
C -3.154 -3.061 -1.393 -0.250
F -1.926 -3.649 -1.330 0.015
H -4.449 0.156 2.703 0.079
H -4.938 0.089 1.004 0.065
H -4.637 1.650 1.781 0.080
H -2.562 -0.513 1.200 0.098
H -2.278 2.132 2.701 0.077
H -0.903 1.204 2.097 0.038
H -1.992 0.507 3.314 0.080
H -2.895 3.178 0.834 0.112
H -2.477 4.387 -1.270 0.110
H -1.951 3.138 -3.321 0.105
H -1.708 1.355 -4.456 0.125
H -2.513 -1.470 -3.686 0.068
H -2.418 -0.731 -5.284 0.080
H -3.674 -0.227 -4.149 0.083
H -0.148 -0.827 -3.022 0.037
H 0.463 0.787 -3.396 0.049
H 0.043 -0.334 -4.708 0.085
H -4.631 -0.055 -1.455 0.116
H -6.590 -1.470 -1.762 0.102
H -6.378 -3.948 -1.822 0.095
H -4.080 -4.949 -1.611 0.117
S 4.002 2.936 -0.762 0.265
P 2.116 3.278 -0.342 0.124
S 0.831 1.705 -0.214 0.379
C 1.384 4.439 -1.538 -0.375
C 1.280 5.798 -1.259 -0.075
C 0.786 6.670 -2.221 -0.083
C 0.406 6.193 -3.466 -0.090
C 0.518 4.838 -3.750 -0.089
C 1.001 3.966 -2.788 -0.113
C 1.913 4.123 1.266 -0.405
C 0.642 4.251 1.827 -0.102
C 0.486 4.858 3.061 -0.076
C 1.596 5.342 3.746 -0.089
C 2.859 5.222 3.188 -0.095
C 3.017 4.612 1.949 -0.124
H 1.580 6.179 -0.291 0.104
H 0.703 7.726 -1.995 0.101
H 0.025 6.875 -4.215 0.100
H 0.227 4.461 -4.723 0.103
H 1.082 2.908 -2.998 0.080
H -0.218 3.849 1.301 0.078
H -0.502 4.949 3.496 0.101
H 1.473 5.813 4.714 0.100
H 3.725 5.600 3.718 0.103
H 3.998 4.504 1.501 0.068
```

Charge: 0
HOMO-LUMO gap, eV: 6.63
E_HOMO, eV: -7.12

***

This record from OMol25 describes C6H8O6Pr as an isolated structure. The level of theory is wB97M-V/def2-TZVPD.

Structure (XYZ):
```
21
Properties=species:S:1:pos:R:3:lowdin_spin:R:1
O 2.161 0.561 0.317 -0.021
C -0.143 -2.155 0.293 0.000
C 2.617 -0.352 -0.606 -0.002
O -0.584 -3.065 0.948 0.000
O 1.023 -2.225 -0.305 0.000
C 1.548 -1.239 -1.231 0.000
H 3.381 -1.019 -0.158 -0.001
H 3.108 0.139 -1.474 0.000
H 1.977 -1.833 -2.047 0.000
H 0.721 -0.647 -1.649 0.000
H -2.446 2.308 -1.765 0.000
O -0.670 -0.008 1.181 0.002
O -0.558 1.701 -1.071 -0.016
C -1.795 1.426 -1.607 -0.002
C -2.604 0.466 -0.746 0.000
O -1.856 -0.775 -0.586 0.000
C -0.873 -0.804 0.260 0.000
H -1.635 0.944 -2.593 0.000
H -3.527 0.163 -1.251 0.000
H -2.830 0.874 0.245 0.000
Pr 0.650 1.801 0.587 2.041
```

Charge: +1
2S+1: 3
HOMO-LUMO gap (alpha / beta), eV: 9.66 / 9.78
E_HOMO (alpha / beta), eV: -13.99 / -14.05

***

This record from OMol25 describes C3H10NP as an isolated structure. The level of theory is wB97M-V/def2-TZVPD.

Structure (XYZ):
```
15
Properties=species:S:1:pos:R:3:nbo_charge:R:1
C -0.595 1.672 1.475 -0.424
C 1.162 0.044 -1.773 -0.956
C -0.983 -1.251 -0.012 -0.964
N 0.096 1.362 0.277 -1.039
P 0.506 -0.095 -0.036 1.524
H 0.025 1.935 2.353 0.179
H -1.357 0.990 1.757 0.154
H -1.143 2.620 1.424 0.192
H 1.634 1.043 -1.909 0.273
H 1.729 -0.903 -1.952 0.231
H 0.307 -0.186 -2.486 0.240
H -0.503 -2.098 0.389 0.228
H -1.734 -0.761 0.666 0.248
H -1.378 -1.536 -0.954 0.241
H 1.717 -1.060 0.743 -0.126
```

Charge: 0
HOMO-LUMO gap, eV: 9.45
E_HOMO, eV: -8.36

***

Calculated F_max in order - 0.014; 0.024; 0.039; 0.016; 0.045; 0.056 hartree/bohr